Record 1
DFT (ωB97M-V/def2-TZVPD) results for a 22-piece molecular cluster, C29H51BCl42O5 overall at a distorted geometry.

Gap between HOMO and LUMO: 8.5 eV
E_HOMO: -8.6 eV

Last column: Mulliken charge in e.
Positions of all 128 atoms, in Å:
O  0.366  -2.707  1.610  -0.603
C  -0.096  -2.775  0.432  -0.214
O  -1.458  -3.128  0.235  -0.330
C  -1.758  -3.531  -1.116  0.666
O  -1.922  -2.450  -2.063  -0.380
B  -2.910  -1.489  -1.658  0.217
O  -4.116  -1.396  -2.493  -0.237
O  -2.782  -0.579  -0.533  -0.308
C  0.951  -2.372  -0.733  1.137
C  0.982  -0.836  -1.070  0.287
C  1.932  -0.376  -2.205  0.048
C  2.802  -1.429  -2.928  -0.741
C  2.786  -2.956  -2.593  -0.573
C  1.822  -3.431  -1.475  -0.278
H  -2.766  -4.101  -1.085  0.120
H  -1.007  -4.275  -1.545  -0.237
H  -3.869  -0.674  -3.129  0.225
H  -2.481  0.287  -0.887  0.282
H  0.304  -0.116  -0.479  0.196
H  1.923  0.739  -2.460  -0.432
H  3.485  -1.092  -3.777  0.424
H  3.445  -3.677  -3.186  0.353
H  1.707  -4.534  -1.159  0.242
C  2.628  -4.948  2.110  0.299
Cl  4.242  -4.835  2.823  -0.180
Cl  2.667  -5.826  0.575  -0.151
H  1.972  -5.473  2.801  0.131
H  2.248  -3.942  1.933  -0.033
C  -6.418  -2.004  -4.912  0.178
Cl  -7.740  -3.157  -5.144  -0.070
Cl  -5.453  -1.833  -6.383  -0.190
H  -6.837  -1.033  -4.649  0.288
H  -5.776  -2.359  -4.107  -0.212
C  6.662  -0.511  -1.654  -0.201
Cl  7.248  0.153  -3.185  -0.177
Cl  4.895  -0.565  -1.614  0.086
H  7.050  -1.522  -1.536  0.346
H  7.016  0.118  -0.837  -0.011
C  2.018  3.832  -2.308  -0.356
Cl  1.007  2.599  -3.070  -0.170
Cl  3.670  3.242  -2.091  -0.051
H  2.039  4.718  -2.941  0.380
H  1.599  4.085  -1.335  0.208
C  0.465  -6.827  -3.188  -0.443
Cl  0.544  -5.109  -2.763  0.010
Cl  -0.020  -7.806  -1.799  -0.158
H  -0.263  -6.963  -3.988  0.317
H  1.448  -7.153  -3.525  0.314
C  -10.596  -1.189  -4.510  0.499
Cl  -10.853  0.164  -3.400  -0.175
Cl  -11.152  -0.797  -6.141  -0.153
H  -9.533  -1.418  -4.546  -0.287
H  -11.147  -2.054  -4.147  0.088
C  8.374  2.619  -0.403  -0.675
Cl  6.649  2.834  -0.730  0.039
Cl  8.648  2.077  1.256  -0.058
H  8.773  1.872  -1.089  0.310
H  8.884  3.569  -0.554  0.413
C  8.403  4.588  4.134  -0.357
Cl  7.799  4.724  5.790  -0.102
Cl  7.214  5.179  2.969  -0.077
H  9.314  5.178  4.040  0.349
H  8.618  3.542  3.920  0.175
C  4.770  6.542  -0.369  0.158
Cl  5.339  7.194  -1.911  -0.190
Cl  3.004  6.550  -0.285  -0.163
H  5.125  5.517  -0.267  -0.163
H  5.166  7.153  0.441  0.338
C  1.919  -4.116  6.219  -0.233
Cl  0.942  -5.369  5.443  -0.154
Cl  3.581  -4.664  6.469  -0.137
H  1.930  -3.232  5.583  0.207
H  1.478  -3.871  7.184  0.319
C  -10.794  -5.114  -6.890  -0.392
Cl  -11.850  -4.117  -5.882  -0.106
Cl  -9.444  -5.769  -5.954  -0.149
H  -11.374  -5.940  -7.298  0.338
H  -10.398  -4.504  -7.701  0.327
C  9.896  4.362  9.294  0.247
Cl  11.489  4.397  8.526  -0.171
Cl  9.763  3.013  10.429  -0.161
H  9.743  5.295  9.834  0.183
H  9.135  4.253  8.524  -0.105
C  -2.352  0.774  3.066  -0.477
Cl  -2.965  2.432  3.126  -0.169
Cl  -1.396  0.498  1.605  0.053
H  -1.724  0.598  3.937  0.319
H  -3.194  0.085  3.072  0.284
C  -13.848  -6.241  -3.232  -0.167
Cl  -13.205  -7.116  -4.626  -0.145
Cl  -14.035  -7.309  -1.836  -0.160
H  -13.162  -5.436  -2.972  0.181
H  -14.821  -5.826  -3.493  0.284
C  12.519  0.508  1.052  -0.328
Cl  11.920  0.638  2.710  -0.144
Cl  11.325  1.102  -0.108  -0.099
H  13.429  1.098  0.957  0.293
H  12.733  -0.538  0.834  0.285
C  -6.020  -3.882  -1.190  0.293
Cl  -5.379  -4.760  -2.585  -0.170
Cl  -6.209  -4.950  0.206  -0.179
H  -5.331  -3.079  -0.931  -0.196
H  -6.991  -3.464  -1.451  0.223
C  5.286  10.892  -1.595  0.242
Cl  3.789  11.738  -2.007  -0.158
Cl  5.911  11.425  -0.029  -0.158
H  5.088  9.823  -1.550  -0.179
H  6.031  11.098  -2.362  0.269
C  3.851  2.401  2.457  -0.528
Cl  5.479  2.473  3.139  -0.069
Cl  3.842  1.526  0.921  -0.008
H  3.194  1.891  3.159  0.341
H  3.493  3.416  2.287  0.232
C  6.577  7.195  8.964  -0.294
Cl  6.666  5.482  9.392  -0.134
Cl  8.165  7.823  8.508  -0.137
H  5.895  7.314  8.124  0.258
H  6.208  7.754  9.822  0.321
C  -13.788  0.171  -0.569  0.162
Cl  -12.965  0.755  0.884  -0.162
Cl  -14.582  -1.380  -0.274  -0.154
H  -14.539  0.901  -0.867  0.276
H  -13.056  0.048  -1.365  -0.112
C  -9.093  0.768  0.477  -0.155
Cl  -7.890  1.928  -0.097  -0.163
Cl  -8.792  -0.844  -0.181  -0.081
H  -9.048  0.720  1.564  0.315
H  -10.082  1.098  0.164  0.092


Record 2
DFT (ωB97M-V/def2-TZVPD) results for C29H51Cl3EuN13O4S as an isolated structure at a distorted geometry.

Gap between HOMO and LUMO (spin up / spin down): 5.9 / 8.8 eV
2S+1: 8
Charge: +1
E_HOMO (spin up / spin down): -8.1 / -11.0 eV
Energy above the lowest of the compared OMol25 structures with the same formula, charge and spin: 0.00 kJ/mol

Last column: Mulliken charge in e.
Positions of all 102 atoms, in Å:
Eu  0.549  0.366  0.006  0.716
N  2.063  -0.213  2.705  0.183
C  3.519  -0.177  2.733  -1.308
C  4.070  -0.225  1.314  -0.903
N  3.469  0.718  0.356  1.263
C  3.728  2.106  0.756  -0.812
C  2.733  2.725  1.744  -1.401
N  1.327  2.530  1.380  -0.053
C  4.049  0.460  -0.968  -0.533
C  3.649  -0.885  -1.566  -1.158
N  2.186  -1.004  -1.712  -0.158
H  1.680  -0.159  3.644  0.136
H  1.777  -1.113  2.322  -0.635
H  3.968  -1.028  3.267  0.598
H  3.862  0.716  3.261  0.284
H  3.900  -1.235  0.943  0.348
H  5.162  -0.066  1.351  0.291
H  3.747  2.711  -0.154  0.666
H  4.739  2.202  1.187  0.363
H  2.992  3.788  1.838  0.512
H  2.871  2.302  2.733  0.365
H  0.943  3.338  0.906  0.102
H  0.753  2.371  2.202  -0.127
H  5.153  0.515  -0.930  0.415
H  3.725  1.258  -1.643  0.111
H  4.000  -1.700  -0.934  0.351
H  4.163  -1.007  -2.526  0.484
H  1.889  -1.962  -1.557  0.120
H  1.953  -0.785  -2.675  0.144
N  -2.904  0.142  -2.175  0.078
C  -1.793  -0.029  -2.874  0.453
N  -1.853  -0.716  -4.021  -0.868
C  -0.767  -0.642  -4.778  0.186
N  -0.689  -1.422  -5.866  -0.388
N  0.277  0.188  -4.551  -0.707
C  0.232  0.778  -3.376  -1.009
N  -0.668  0.599  -2.438  0.785
C  1.267  1.852  -3.108  1.130
C  2.060  2.306  -4.140  -0.933
C  2.833  3.444  -3.935  -0.804
C  2.755  4.077  -2.719  -0.931
C  1.958  3.510  -1.726  -0.287
N  1.249  2.406  -1.900  0.904
H  -3.757  -0.237  -2.547  0.284
H  -2.924  0.725  -1.335  -0.199
H  -1.519  -1.912  -6.152  0.270
H  0.026  -1.234  -6.546  0.263
H  2.041  1.794  -5.089  0.570
H  3.459  3.832  -4.727  0.450
H  3.296  4.989  -2.515  0.484
H  1.913  3.974  -0.751  0.485
C  -4.930  2.216  0.984  -1.618
C  -3.753  2.977  0.380  1.388
C  -4.109  3.494  -1.009  -1.702
C  -3.359  4.131  1.302  -1.611
N  -2.672  1.976  0.264  0.662
N  -1.434  2.428  -0.270  -0.353
H  -5.783  2.874  1.138  0.463
H  -4.658  1.792  1.949  0.273
H  -5.237  1.404  0.325  0.323
H  -4.988  4.134  -0.965  0.502
H  -4.326  2.667  -1.684  0.333
H  -3.297  4.083  -1.438  0.281
H  -4.186  4.831  1.415  0.486
H  -2.520  4.706  0.908  0.368
H  -3.092  3.762  2.292  0.280
H  -2.442  1.618  1.190  -0.532
H  -1.223  3.389  -0.001  0.195
H  -1.468  2.382  -1.283  0.139
O  -1.102  -1.467  -0.432  0.499
N  -2.196  -2.096  -0.155  0.207
C  -3.005  -1.649  0.830  0.252
C  -4.167  -2.320  1.139  -1.263
C  -4.517  -3.463  0.436  -0.367
C  -3.673  -3.905  -0.575  -0.973
C  -2.519  -3.211  -0.852  -0.235
H  -2.652  -0.752  1.312  0.216
H  -4.777  -1.933  1.940  0.532
H  -5.422  -3.999  0.670  0.463
H  -3.898  -4.787  -1.154  0.474
H  -1.803  -3.467  -1.619  0.554
O  1.460  -2.304  0.774  -0.158
S  0.576  -3.476  1.079  0.507
C  1.336  -4.944  0.347  -0.800
C  0.983  -6.051  1.329  -0.648
C  1.361  -5.512  2.714  -0.739
C  0.984  -4.026  2.764  -0.649
H  2.413  -4.765  0.313  0.313
H  0.954  -5.080  -0.661  0.420
H  1.512  -6.972  1.086  0.392
H  -0.085  -6.270  1.281  0.302
H  2.434  -5.625  2.863  0.322
H  0.864  -6.065  3.510  0.307
H  1.802  -3.379  3.079  0.120
H  0.122  -3.801  3.389  0.557
Cl  -3.118  0.354  4.410  -0.178
C  -1.337  0.449  4.274  0.967
Cl  -0.577  -0.382  5.624  -0.125
Cl  -0.863  2.160  4.306  -0.142
C  -0.979  -0.222  2.904  -0.748
O  -0.890  -1.450  2.903  -0.425
O  -0.856  0.575  1.960  0.589


Record 3
DFT (ωB97M-V/def2-TZVPD) results for C29H51N6O4PPmSi3 as an isolated structure at a distorted geometry.

Gap between HOMO and LUMO (spin up / spin down): 6.5 / 6.5 eV
2S+1: 5
Charge: +1
E_HOMO (spin up / spin down): -9.9 / -9.9 eV
Energy above the lowest of the compared OMol25 structures with the same formula, charge and spin: 99.78 kJ/mol

Last column: Mulliken charge in e.
Positions of all 95 atoms, in Å:
Pm  0.464  0.150  0.339  0.835
C  3.461  0.110  2.139  -1.073
O  2.207  0.722  1.919  0.647
Si  1.709  2.123  2.747  0.351
C  2.742  3.549  2.150  -1.042
C  1.991  1.809  4.530  -1.548
C  -0.097  2.097  2.109  0.577
Si  -1.338  1.565  3.422  0.547
C  -1.813  2.928  4.683  -1.499
C  -3.035  0.943  2.755  -0.626
C  -0.681  0.229  4.565  -1.216
Si  -0.775  3.621  1.189  0.107
C  -0.042  4.066  -0.468  -0.971
C  -2.608  3.532  0.878  -0.959
C  -0.543  5.213  2.218  -1.066
H  4.263  0.652  1.618  0.248
H  3.405  -0.933  1.859  0.284
H  3.711  0.186  3.231  0.305
H  3.736  3.572  2.675  0.407
H  2.325  4.547  2.391  0.297
H  2.936  3.542  1.069  0.175
H  3.007  2.206  4.831  0.430
H  1.920  0.797  4.937  0.403
H  1.322  2.381  5.156  0.363
H  -2.675  3.478  4.320  0.399
H  -0.977  3.585  4.917  0.341
H  -2.048  2.468  5.635  0.407
H  -3.791  1.751  2.830  0.341
H  -3.369  0.065  3.364  0.365
H  -2.930  0.582  1.750  -0.178
H  -0.397  0.817  5.463  0.330
H  0.192  -0.311  4.192  0.127
H  -1.437  -0.510  4.838  0.465
H  -0.306  3.390  -1.270  0.260
H  1.045  4.170  -0.491  0.228
H  -0.364  5.087  -0.734  0.412
H  -2.984  2.601  0.416  0.092
H  -2.867  4.316  0.114  0.361
H  -3.134  3.780  1.796  0.341
H  0.503  5.515  2.419  0.296
H  -1.125  5.216  3.152  0.283
H  -0.971  5.993  1.549  0.336
O  -0.912  1.890  -3.374  -0.681
C  -0.974  0.804  -2.812  -0.034
O  -0.949  0.623  -1.529  0.223
C  -1.133  -0.565  -3.634  -0.922
P  -1.005  -1.826  -2.357  1.412
C  -0.136  -3.242  -3.102  -0.167
C  -0.477  -3.752  -4.338  0.021
C  0.344  -4.760  -4.906  -0.792
C  1.444  -5.208  -4.199  -0.460
C  1.745  -4.758  -2.930  -0.752
C  0.978  -3.731  -2.391  -0.371
C  -2.772  -2.404  -2.040  0.288
C  -3.684  -1.549  -1.368  -1.014
C  -4.982  -1.993  -1.029  -0.264
C  -5.408  -3.263  -1.434  -0.511
C  -4.508  -4.165  -2.025  -0.767
C  -3.230  -3.713  -2.331  -0.330
H  -0.347  -0.614  -4.382  0.405
H  -2.119  -0.590  -4.132  0.503
H  -1.365  -3.346  -4.865  0.408
H  0.109  -5.157  -5.885  0.431
H  2.062  -5.989  -4.645  0.378
H  2.612  -5.139  -2.392  0.439
H  1.261  -3.307  -1.419  0.199
H  -3.394  -0.536  -1.125  0.334
H  -5.706  -1.377  -0.458  0.407
H  -6.434  -3.580  -1.276  0.393
H  -4.769  -5.190  -2.263  0.440
H  -2.498  -4.423  -2.796  0.267
C  4.406  0.093  -3.878  -1.095
N  3.759  -0.150  -2.581  0.215
C  3.899  -1.479  -2.047  -0.706
C  2.994  0.782  -1.928  0.749
C  2.946  2.171  -2.431  -1.061
O  2.245  0.392  -0.936  -0.470
H  4.144  -0.694  -4.598  0.331
H  5.495  0.139  -3.765  0.361
H  4.131  1.064  -4.293  0.408
H  4.966  -1.608  -1.686  0.295
H  3.680  -2.185  -2.882  0.320
H  3.213  -1.577  -1.189  -0.014
H  3.917  2.426  -2.902  0.542
H  2.727  2.894  -1.590  -0.075
H  2.124  2.276  -3.153  0.296
N  -2.742  -2.650  1.570  -0.524
N  -1.395  -2.737  1.326  0.816
N  -0.626  -3.667  1.961  -0.915
C  0.647  -3.221  1.818  -0.223
N  0.667  -2.041  1.206  -0.428
N  -0.593  -1.756  0.929  0.629
H  -3.166  -3.329  2.220  0.268
H  -3.351  -2.182  0.848  0.125
H  1.524  -3.701  2.219  0.486


Record 4
DFT (ωB97M-V/def2-TZVPD) results for C29H52AuP2Si as an isolated structure at a distorted geometry.

Gap between HOMO and LUMO (spin up / spin down): 5.5 / 6.0 eV
2S+1: 3
Charge: +1
E_HOMO (spin up / spin down): -8.5 / -9.1 eV

Last column: Mulliken charge in e.
Positions of all 85 atoms, in Å:
Au  0.703  -0.786  -0.716  0.190
C  -0.161  -2.925  2.487  0.707
C  1.199  -3.026  2.100  0.549
C  1.085  -1.659  3.950  0.504
C  -0.237  -2.072  3.609  0.421
C  1.978  -2.262  3.027  0.556
C  -1.335  -3.440  1.751  -1.743
H  -1.082  -3.805  0.752  0.379
H  -2.139  -2.695  1.666  0.325
H  -1.785  -4.285  2.285  0.375
C  -1.491  -1.471  4.098  -0.972
H  -2.322  -2.187  4.030  0.433
H  -1.722  -0.591  3.470  -0.199
H  -1.419  -1.122  5.129  0.443
C  1.403  -0.540  4.849  -1.367
H  0.899  -0.595  5.822  0.359
H  1.047  0.382  4.350  0.000
H  2.477  -0.444  5.035  0.440
C  3.390  -1.863  2.836  -1.616
H  4.070  -2.285  3.584  0.328
H  3.489  -0.765  2.928  0.309
H  3.747  -2.180  1.846  0.346
C  1.704  -3.734  0.922  -1.580
H  2.060  -4.707  1.256  0.397
H  2.540  -3.235  0.435  0.362
H  0.916  -3.907  0.194  0.297
C  -1.339  0.495  -4.700  -0.922
C  -1.659  -0.802  -4.568  -0.296
C  -0.898  -1.945  -5.151  -1.114
C  0.637  -1.847  -4.957  -1.091
C  1.057  -1.029  -3.737  -0.154
C  1.323  0.281  -3.768  -0.372
C  1.164  1.162  -4.950  -1.634
C  -0.300  1.148  -5.575  -0.857
H  -1.089  -2.006  -6.237  0.431
H  1.081  -1.407  -5.869  0.320
H  -1.293  -2.868  -4.698  0.317
H  -0.231  0.688  -6.581  0.355
H  -2.073  1.173  -4.253  0.887
H  -2.678  -1.004  -4.209  1.097
H  -0.587  2.208  -5.735  0.344
H  1.407  2.208  -4.702  0.231
H  1.873  0.751  -2.954  0.644
H  1.862  0.890  -5.769  0.491
H  0.997  -2.896  -4.853  0.352
H  1.185  -1.588  -2.792  0.792
P  -1.491  0.228  -1.225  2.144
P  1.751  1.323  -0.719  -0.109
C  -0.911  1.864  -1.946  -0.878
C  0.394  2.485  -1.358  -1.231
H  -1.759  2.487  -1.655  1.086
H  -0.803  1.828  -3.037  -0.096
H  0.917  3.101  -2.106  0.666
H  0.100  3.127  -0.512  0.403
C  2.269  1.896  0.891  -0.376
H  2.993  1.163  1.256  0.190
H  1.428  1.955  1.579  -0.307
H  2.741  2.877  0.752  0.487
C  3.443  0.807  -1.297  -1.137
H  3.938  1.715  -1.642  0.396
H  3.448  0.030  -2.058  0.434
H  3.959  0.397  -0.419  0.464
C  -3.200  0.350  -0.719  -1.685
H  -3.639  -0.652  -0.643  0.473
H  -3.739  0.968  -1.444  0.458
H  -3.160  0.810  0.273  0.404
C  -1.773  -1.649  -1.977  -1.485
H  -1.796  -2.347  -1.130  0.470
H  -0.893  -1.895  -2.587  0.119
H  -2.698  -1.701  -2.577  0.560
C  -2.642  3.635  2.399  -1.182
Si  -1.299  2.485  3.084  0.330
C  0.200  3.572  3.457  -1.052
C  -1.958  1.810  4.741  -0.991
C  -0.872  1.276  1.658  -0.307
C  -0.842  0.577  0.588  -0.367
H  -2.788  4.480  3.091  0.351
H  -3.606  3.103  2.299  0.324
H  -2.340  4.040  1.418  0.279
H  -0.102  4.385  4.137  0.429
H  1.007  3.006  3.946  0.343
H  0.582  4.033  2.534  0.301
H  -2.876  1.217  4.594  0.361
H  -1.209  1.191  5.261  0.221
H  -2.228  2.611  5.457  0.448